No. 1
The following is a DFT calculation (ωB97M-V/def2-TZVPD) of a structure of composition C24H36As2S3TeTi.

Its spin multiplicity is 3. Its HOMO energy (spin up / spin down) is -13.30 / -13.72 eV. Its total charge is +2. The calculation puts the HOMO-LUMO gap (spin up / spin down) at 7.403 / 7.898 eV. Its total energy is -210050.8492 eV.

The geometry in XYZ format:
```
67
Properties=species:S:1:pos:R:3:mulliken_charge:R:1
Te 1.5996 0.8831 -0.2946 0.210
As 0.4570 -2.6946 0.5701 1.094
As -0.8311 -0.0490 2.3022 1.131
Ti -0.8257 -0.5731 -0.2105 0.523
S -2.3432 1.2884 -0.8746 0.052
S -0.9567 -1.1186 -2.5932 -0.068
S -2.9196 -1.8446 0.0327 0.164
C 1.2538 -2.0983 2.2450 0.144
C -2.1592 1.4478 -2.6920 -1.243
C 2.3567 4.8763 -1.3906 -0.771
C 2.9055 -2.4135 3.9749 -0.834
C -0.4926 1.7448 2.9569 -1.468
C -0.4233 -4.3187 1.1441 -1.315
C -1.1089 0.5349 -3.3259 -0.268
C 2.3550 -2.7797 2.7564 -0.706
C -4.2546 -0.6214 0.0665 -0.768
C 1.2576 -0.6804 4.1966 -0.799
C 2.1384 3.5026 -1.3713 0.598
C 2.9791 2.6556 -2.0941 0.614
C -2.6630 -1.7570 -2.7808 -0.686
C 4.2454 4.5580 -2.8472 -0.606
C 0.7028 -1.0386 2.9709 0.007
C 2.7398 1.1628 -2.0739 -1.146
C 0.9913 2.9065 -0.5879 -0.723
C -2.2361 -0.6301 3.5033 -1.348
C 2.3545 -1.3646 4.6979 -0.816
C 1.9644 -3.4032 -0.4105 -1.407
C 3.4068 5.4025 -2.1300 -0.604
C 4.0347 3.1870 -2.8270 -0.874
C -3.0536 -2.6351 -1.6018 -0.888
C -4.0662 0.6802 -0.7185 -0.886
H -0.1092 0.9514 -3.2163 -0.023
H -1.8507 -0.6157 4.5187 0.490
H 1.7125 5.5355 -0.8197 0.459
H 4.6995 2.5294 -3.3754 0.478
H 3.6544 0.5841 -1.9810 0.636
H 0.0584 2.9074 -1.1475 0.188
H -4.6290 1.4720 -0.2287 0.592
H -5.1698 -1.1171 -0.2586 0.551
H 0.5584 1.9869 2.8160 0.420
H 3.7619 -2.9498 4.3622 0.427
H 0.2713 -4.8756 1.7670 0.510
H -4.3734 -0.4191 1.1296 0.319
H -1.3144 -4.0756 1.7163 0.341
H -0.6976 -4.9201 0.2794 0.458
H 0.8406 0.1377 4.7702 0.374
H 5.0731 4.9659 -3.4131 0.418
H -4.0644 -3.0241 -1.7295 0.582
H 2.7783 -1.0801 5.6523 0.426
H -3.1434 1.2926 -3.1267 0.536
H -2.7222 -2.3287 -3.7056 0.551
H -3.3321 -0.9052 -2.8715 0.238
H -1.3018 0.4367 -4.3939 0.553
H -2.5500 -1.6391 3.2488 0.369
H -3.0837 0.0485 3.4314 0.445
H 2.1750 0.7976 -2.9293 0.475
H 2.7686 -2.6712 -0.4202 0.399
H -1.1062 2.4486 2.3997 0.430
H 2.3143 -4.3238 0.0467 0.471
H 2.7939 -3.6040 2.2091 0.343
H -0.7399 1.8138 4.0124 0.491
H 3.5791 6.4711 -2.1355 0.419
H -2.3883 -3.4953 -1.5200 0.304
H -4.4574 0.5931 -1.7283 0.421
H 0.8232 3.3841 0.3733 0.600
H -1.8934 2.4839 -2.8928 0.557
H 1.6555 -3.6059 -1.4325 0.440
```

=====

No. 2
The following is a DFT calculation (ωB97M-V/def2-TZVPD) of a structure of composition C34H34BrN6O2RuS.

Its spin multiplicity is 2. Its HOMO energy (spin up / spin down) is -13.44 / -13.47 eV. Its total charge is +2. The calculation puts the HOMO-LUMO gap (spin up / spin down) at 6.524 / 6.849 eV. Its total energy is -132291.4483 eV.

The geometry in XYZ format:
```
79
Properties=species:S:1:pos:R:3:mulliken_charge:R:1
Ru 0.0796 0.0195 -0.1978 0.438
Br -1.9385 -1.4517 1.7478 -0.075
S 1.6879 -0.3236 1.8458 -0.422
O 2.1503 -4.5541 -0.3698 -0.583
O -2.9179 2.3558 5.1077 -0.499
N -0.8821 1.3817 -1.8907 0.456
N -0.4824 -1.8525 -1.1960 -0.494
N 1.1572 -2.6236 3.0776 0.032
N -1.0771 1.1554 1.6253 0.709
N -1.6222 -3.1137 -2.9486 0.019
N 2.1259 -2.7437 0.9517 0.213
C -0.9459 2.4151 2.0485 -1.101
C -4.1543 2.0701 -0.4986 -0.466
C 3.4576 -4.4385 2.9748 0.125
C 1.6286 -2.0326 1.9936 0.699
C 3.4460 -6.5999 4.0184 -0.496
C -1.5748 3.5276 -3.4966 -0.904
C 3.3812 0.5381 -3.7817 -0.719
C 1.7112 0.6404 -1.5564 0.328
C 1.1975 -2.2698 5.5310 -0.607
C -1.0344 -2.3954 -2.0678 0.217
C -3.6812 3.7487 -2.1674 -0.742
C -2.2999 -2.5414 -4.0953 -0.840
C -2.3254 2.0258 3.9751 0.832
C -0.0350 1.8103 -2.8214 0.967
C -1.8269 0.3453 2.3683 -0.015
C 0.5126 -1.9728 4.1976 -0.948
C -4.4917 3.2549 -1.1747 -0.761
C -2.0857 1.9650 -1.7267 -0.005
C 2.5108 -1.5177 5.6955 -1.092
C -1.5425 2.8892 3.1970 -0.784
C -2.9801 1.4256 -0.7841 -0.562
C -2.4714 0.7054 3.5235 -0.693
C -2.4621 3.1120 -2.4788 0.958
C 2.9843 0.0948 -1.4534 -0.094
C 3.8102 -5.2595 4.0286 -0.634
C 2.3124 -4.1449 0.7510 0.106
C 1.2781 1.1718 -2.7907 0.747
C 2.3970 -6.3161 1.8824 -0.543
C 2.1219 1.1008 -3.8991 -0.840
C 2.7572 -7.1322 2.9373 -0.629
C 3.8154 0.0315 -2.5656 -0.896
C -0.3924 2.8624 -3.6929 -0.898
C -1.3833 -4.5472 -2.9124 -0.949
C 2.7126 -4.9539 1.9066 0.013
H 4.0423 0.5183 -4.6334 0.425
H -4.8408 1.6599 0.2281 0.491
H -2.5315 -1.4920 -3.9196 0.277
H -0.5159 -2.3443 4.2376 0.296
H -2.3179 -5.0818 -3.0761 0.340
H 2.9376 -1.7391 6.6700 0.395
H -5.4128 3.7622 -0.9268 0.430
H 4.7989 -0.4059 -2.4725 0.451
H 1.3687 -3.3435 5.6146 0.371
H -1.3878 3.9134 3.4967 0.399
H 3.2298 -1.7999 4.9292 0.192
H -1.6824 -2.6240 -4.9937 0.330
H 1.2107 -3.6369 3.1262 0.352
H 0.5068 -0.8961 4.0129 0.427
H -3.9693 4.6262 -2.7277 0.452
H -1.8301 4.3808 -4.1081 0.468
H -2.7590 3.2701 5.3865 0.339
H 2.1693 -2.2307 0.0693 0.119
H -3.2340 -3.0770 -4.2668 0.322
H -2.7029 0.4793 -0.3270 0.304
H 3.7864 -3.4102 2.9641 0.570
H 2.3447 -0.4446 5.6356 0.337
H -0.3193 3.0540 1.4392 0.513
H 4.3838 -4.8643 4.8538 0.471
H 0.5108 -1.9791 6.3283 0.381
H -0.6645 -4.8419 -3.6800 0.339
H 0.2850 3.1624 -4.4762 0.433
H -3.0607 0.0063 4.0925 0.582
H 1.8670 -6.7113 1.0286 0.464
H 3.7173 -7.2359 4.8454 0.436
H 3.3659 -0.2511 -0.4981 0.554
H 1.7881 1.4641 -4.8599 0.441
H -0.9871 -4.8257 -1.9375 0.307
H 2.5163 -8.1846 2.9111 0.425
```

=====

No. 3
The following is a DFT calculation (ωB97M-V/def2-TZVPD) of a structure of composition C50H41F3GeIrN2OP2S2.

Its HOMO energy (spin up / spin down) is -10.76 / -10.45 eV. Its total charge is +1. The calculation puts the HOMO-LUMO gap (spin up / spin down) at 6.613 / 6.236 eV. Its total energy is -165295.3871 eV.

The geometry in XYZ format:
```
103
Properties=species:S:1:pos:R:3:mulliken_charge:R:1
Ir -0.4095 0.5910 0.2470 3.038
Ge -2.1794 -1.2752 0.0808 0.210
S 0.2074 2.2045 -1.6030 -0.689
S 0.5852 -1.2367 -1.0770 -0.667
P 2.2782 -0.9267 -0.0015 0.677
P 2.0027 2.0787 -0.6702 2.378
F -1.2669 0.9790 2.9143 -0.217
F 0.7097 0.1452 2.8665 -0.044
F -0.9826 -1.1510 2.6303 -0.081
O -6.0747 3.9347 -0.7676 -0.632
N -6.0603 1.6984 -0.3942 -0.175
N -1.9701 2.0677 0.5565 0.170
C -2.2065 -0.3438 -2.7608 -0.583
C -3.2104 1.9958 0.0689 -0.313
C 2.0580 3.3551 1.8102 -0.664
C -3.7323 4.1854 0.8565 -0.636
C 4.9743 -1.3398 -3.0099 -0.659
C 4.9878 -1.3912 -0.2274 -0.783
C 6.1599 -1.5477 -2.3175 -0.657
C 3.1874 2.1034 -3.1940 -0.634
C -4.8786 -0.9632 -3.1587 -0.768
C -6.0613 -1.3751 2.8665 -0.768
C -4.5283 -2.3326 1.2820 -1.274
C 2.9748 5.7560 0.7439 -0.651
C -2.7997 -0.1072 -3.9938 -1.029
C 2.0857 -3.3251 1.3167 -0.776
C 4.6831 2.0597 -1.2959 -0.357
C 2.8734 -3.7021 3.5536 -0.666
C 3.2149 -2.3616 3.6710 -0.861
C -1.6256 -3.1553 0.1297 0.600
C 3.7915 -1.1462 -2.3160 -0.326
C -0.4972 0.0598 2.2441 -0.438
C -1.4171 -3.8376 1.3250 -0.153
C -4.1277 3.0233 0.2128 0.134
C -1.1160 -5.1939 1.3124 -0.875
C -1.5898 3.1906 1.1832 0.025
C 2.3365 3.4577 0.4490 0.588
C -4.0721 -0.1801 2.2183 -0.807
C -3.7032 -1.2063 1.3503 1.587
C -1.2328 -5.2051 -1.0869 -0.813
C -5.6977 -2.4158 2.0259 -0.703
C 2.2349 4.4596 2.6312 -0.574
C -2.4402 4.2629 1.3535 -0.919
C 3.7992 -1.1711 -0.9233 1.335
C -1.5421 -3.8525 -1.0752 -0.363
C 5.7696 2.0503 -2.1530 -0.705
C -2.9390 -0.8893 -1.7073 0.887
C 2.3068 -4.1836 2.3807 -0.666
C 2.9925 -1.4948 2.6131 0.004
C 2.4251 -1.9807 1.4394 1.001
C 2.6867 5.6590 2.0989 -0.616
C 2.8035 4.6579 -0.0836 -0.806
C 5.5678 2.0862 -3.5278 -0.570
C 6.1685 -1.5675 -0.9303 -0.702
C 3.3897 2.0802 -1.8191 0.578
C -4.1366 -0.4154 -4.1948 -0.653
C 1.7312 0.6766 0.3515 -1.774
C -5.2390 -0.2626 2.9687 -0.747
C -1.0184 -5.8771 0.1092 -0.666
C 4.2822 2.1170 -4.0462 -0.733
C -4.2851 -1.1948 -1.9257 0.015
C -5.5167 2.9373 -0.3626 -0.011
H -3.4643 1.1108 -0.4962 0.652
H -0.9655 -5.7169 2.2487 0.502
H 2.0315 -5.2261 2.2953 0.492
H -2.2143 0.3227 -4.7966 0.466
H 4.8382 2.0632 -0.2225 0.424
H 4.1283 2.1540 -5.1166 0.434
H 1.6258 -3.6956 0.4069 0.424
H 3.0323 4.7356 -1.1392 0.478
H 6.4198 2.0929 -4.1952 0.433
H -4.5992 -0.2269 -5.1548 0.393
H 1.7297 2.4098 2.2260 0.306
H -5.6476 0.9105 0.0784 0.066
H -5.4989 0.5447 3.6419 0.447
H -0.5736 3.2296 1.5492 0.121
H 3.3366 6.6880 0.3308 0.434
H 7.0822 -1.7013 -2.8626 0.433
H -1.1637 -0.0799 -2.6332 0.173
H -3.4392 0.6829 2.3560 0.410
H -1.1684 -5.7344 -2.0289 0.449
H -1.4987 -3.3232 2.2721 0.417
H -5.9222 -1.2092 -3.3081 0.466
H -0.7913 -6.9355 0.1022 0.403
H -6.3167 -3.3006 1.9514 0.439
H 2.0283 4.3779 3.6904 0.482
H -2.0797 5.1457 1.8614 0.523
H 2.8651 -0.9757 -2.8512 0.324
H -4.4312 5.0069 0.9422 0.536
H 4.9879 -1.4438 0.8538 0.407
H 7.0921 -1.7400 -0.3937 0.460
H 3.0457 -4.3746 4.3836 0.429
H 3.2428 -0.4448 2.7002 0.399
H 6.7735 2.0272 -1.7500 0.464
H -6.9710 -1.4368 3.4492 0.415
H 2.8230 6.5184 2.7418 0.417
H -4.2572 -3.1669 0.6446 0.521
H -1.7190 -3.3382 -2.0136 0.370
H 3.6467 -1.9888 4.5902 0.473
H -6.9845 1.6037 -0.7806 0.237
H 4.9700 -1.3318 -4.0917 0.453
H 2.1804 2.1168 -3.5925 0.428
H -4.8848 -1.6148 -1.1268 0.372
```

=====

- Which of these has the lowest total charge?
  C50H41F3GeIrN2OP2S2

=====

- What is the formula in the first record?
  C24H36As2S3TeTi